{
  "formula": "C18H33O7P",
  "method": "ωB97M-V/def2-TZVPD",
  "charge": 0,
  "multiplicity": 1,
  "molar_mass_g_mol": 392.43,
  "homo_ev": -8.942,
  "smiles": "C#C[C@H](CCP(=O)(OCC)OCC)OC=O.C1CCOC1.C1CCOC1",
  "energy_ev": -42821.1680,
  "species": ["C", "C", "C", "C", "C", "P", "O", "O", "C", "C", "O", "C", "C", "O", "C", "O", "H", "H", "H", "H", "H", "H", "H", "H", "H", "H", "H", "H", "H", "H", "H", "H", "H", "C", "C", "C", "O", "C", "H", "H", "H", "H", "H", "H", "H", "H", "C", "C", "C", "O", "C", "H", "H", "H", "H", "H", "H", "H", "H"],
  "xyz": [[-2.6099, 3.1227, 1.5598], [-2.5893, 2.1552, 0.8594], [-2.1921, 1.0053, 0.0219], [-1.1629, 0.0890, 0.7126], [0.2003, -0.0186, 0.0068], [1.3946, 1.1159, 0.7798], [1.8013, 0.5481, 2.0684], [2.6842, 1.2928, -0.1471], [2.4449, 1.7467, -1.4964], [3.6439, 2.6014, -1.9218], [0.5862, 2.4848, 1.0012], [1.2104, 3.7407, 0.6815], [0.4040, 4.4451, -0.4145], [-1.7531, 1.4108, -1.2839], [-2.6990, 2.0597, -2.0000], [-2.6879, 1.9824, -3.1921], [-2.7017, 3.9348, 2.2366], [-3.1048, 0.4161, -0.1089], [-0.9920, 0.5015, 1.7060], [-1.5999, -0.8891, 0.8838], [0.1444, 0.1049, -1.0739], [0.6130, -1.0072, 0.1926], [2.3737, 0.9046, -2.1842], [1.5184, 2.3178, -1.5712], [3.3755, 3.3361, -2.6734], [4.4386, 1.9427, -2.2632], [4.0268, 3.0868, -1.0254], [2.2705, 3.6662, 0.4535], [1.1356, 4.3522, 1.5796], [-0.3536, 5.0842, 0.0370], [1.0210, 5.0845, -1.0430], [-0.1494, 3.7185, -1.0061], [-3.4643, 2.6971, -1.5410], [3.4946, -2.4649, 3.5704], [2.3426, -1.7711, 4.2840], [1.2505, -2.8247, 4.2033], [1.9071, -4.0983, 4.2129], [3.3107, -3.9100, 4.0144], [4.4749, -2.0649, 3.8259], [3.3640, -2.3821, 2.4887], [2.6087, -1.5858, 5.3288], [2.0531, -0.8255, 3.8305], [0.6853, -2.7375, 3.2679], [0.5489, -2.7748, 5.0373], [3.8218, -4.1011, 4.9650], [3.6699, -4.6308, 3.2781], [-2.8496, -2.0596, -4.1629], [-3.8256, -3.1610, -3.7602], [-3.3073, -3.5488, -2.3830], [-2.7329, -2.3660, -1.8192], [-2.6062, -1.3617, -2.8346], [-3.2353, -1.3878, -4.9277], [-1.9203, -2.4998, -4.5319], [-4.8356, -2.7520, -3.6806], [-3.8525, -4.0005, -4.4533], [-2.5248, -4.3118, -2.4533], [-4.0922, -3.9189, -1.7225], [-3.3576, -0.5907, -2.6404], [-1.6196, -0.9034, -2.7721]]
}